{"formula": "C73H163N9O3", "method": "wB97M-V/def2-TZVPD", "elements": ["C", "C", "C", "N", "C", "C", "C", "C", "C", "H", "H", "H", "H", "H", "H", "H", "H", "H", "H", "H", "H", "H", "H", "H", "H", "H", "H", "C", "C", "C", "N", "C", "C", "C", "C", "C", "H", "H", "H", "H", "H", "H", "H", "H", "H", "H", "H", "H", "H", "H", "H", "H", "H", "H", "C", "C", "C", "N", "C", "C", "C", "C", "C", "H", "H", "H", "H", "H", "H", "H", "H", "H", "H", "H", "H", "H", "H", "H", "H", "H", "H", "C", "C", "C", "N", "C", "C", "C", "C", "C", "H", "H", "H", "H", "H", "H", "H", "H", "H", "H", "H", "H", "H", "H", "H", "H", "H", "H", "C", "C", "C", "N", "C", "C", "C", "C", "C", "H", "H", "H", "H", "H", "H", "H", "H", "H", "H", "H", "H", "H", "H", "H", "H", "H", "H", "C", "C", "C", "N", "C", "C", "C", "C", "C", "H", "H", "H", "H", "H", "H", "H", "H", "H", "H", "H", "H", "H", "H", "H", "H", "H", "H", "C", "C", "C", "N", "C", "C", "C", "C", "C", "H", "H", "H", "H", "H", "H", "H", "H", "H", "H", "H", "H", "H", "H", "H", "H", "H", "H", "C", "C", "C", "N", "C", "C", "C", "C", "C", "H", "H", "H", "H", "H", "H", "H", "H", "H", "H", "H", "H", "H", "H", "H", "H", "H", "H", "C", "C", "C", "N", "C", "C", "C", "C", "C", "H", "H", "H", "H", "H", "H", "H", "H", "H", "H", "H", "H", "H", "H", "H", "H", "H", "H", "O", "C", "O", "O", "H"], "xyz": [[6.1507, -4.9476, 4.2065], [5.8387, -3.9792, 3.0385], [7.0422, -4.0462, 1.9726], [6.8307, -3.3174, 0.5820], [6.8071, -1.8124, 0.8550], [7.9002, -3.6584, -0.4657], [7.2277, -3.2050, -1.7926], [5.7561, -3.5047, -1.5764], [5.5933, -3.8236, -0.1066], [5.3715, -5.0182, 4.9654], [7.0200, -4.6058, 4.7683], [6.4356, -5.9596, 3.9187], [5.6559, -2.9582, 3.3736], [4.9542, -4.3721, 2.5372], [7.2527, -5.0502, 1.6039], [8.0301, -3.8395, 2.3840], [6.6089, -1.3034, -0.0883], [7.6817, -1.4311, 1.3820], [5.9396, -1.6740, 1.5003], [8.8362, -3.1033, -0.4028], [8.1353, -4.7227, -0.4835], [7.4472, -2.1709, -2.0584], [7.5635, -3.9152, -2.5482], [5.1893, -2.5906, -1.7533], [5.3461, -4.2168, -2.2927], [4.7249, -3.3445, 0.3454], [5.5814, -4.9034, 0.0417], [-4.5528, 2.2805, 11.0853], [-3.3832, 2.1722, 10.0710], [-3.8046, 1.9102, 8.6096], [-2.5578, 1.6672, 7.6861], [-3.0419, 1.2033, 6.2797], [-1.6829, 0.4255, 8.1511], [-0.2136, 0.8868, 8.2653], [-0.2112, 2.0078, 7.3095], [-1.4658, 2.7556, 7.5188], [-5.1761, 3.1485, 10.8705], [-4.1090, 2.4270, 12.0700], [-5.2033, 1.4187, 11.2346], [-2.6902, 1.3813, 10.3582], [-2.8804, 3.1381, 10.0230], [-4.3872, 2.6606, 8.0752], [-4.3922, 0.9992, 8.4962], [-2.2104, 0.9695, 5.6148], [-3.6882, 1.9804, 5.8717], [-3.6966, 0.3412, 6.4074], [-1.6560, -0.4099, 7.4515], [-2.0096, -0.1293, 9.0307], [0.5102, 0.1313, 7.9595], [-0.0878, 1.0653, 9.3331], [0.0266, 1.6187, 6.3195], [0.5503, 2.7729, 7.4608], [-1.7906, 3.3648, 6.6754], [-1.4936, 3.2944, 8.4660], [-3.3774, 5.8256, -9.0651], [-3.7731, 4.4747, -8.5073], [-2.5111, 3.5484, -8.4426], [-2.8351, 2.2298, -7.5643], [-4.1226, 1.5948, -8.0215], [-2.9098, 2.5077, -6.0581], [-2.5549, 1.1486, -5.3954], [-1.8422, 0.2789, -6.4488], [-1.6805, 1.1753, -7.7121], [-2.5327, 6.2827, -8.5497], [-4.2369, 6.4931, -9.1272], [-3.1113, 5.6765, -10.1116], [-4.4259, 4.0509, -9.2704], [-4.2753, 4.6718, -7.5602], [-1.7314, 4.0692, -7.8867], [-2.1028, 3.2416, -9.4056], [-5.0435, 2.1170, -7.7619], [-4.1323, 0.5896, -7.6002], [-4.0738, 1.5621, -9.1099], [-3.9145, 2.8272, -5.7812], [-2.2015, 3.3148, -5.8710], [-3.4732, 0.6437, -5.0958], [-1.9057, 1.3796, -4.5509], [-2.5094, -0.5396, -6.7188], [-0.8766, -0.1371, -6.1613], [-1.7351, 0.6698, -8.6763], [-0.8165, 1.8397, -7.7109], [-8.3264, -4.8278, 4.5663], [-7.3771, -4.5696, 3.3829], [-8.1096, -3.6149, 2.4851], [-7.1420, -2.9465, 1.3928], [-6.3757, -3.9938, 0.5642], [-8.0742, -2.1706, 0.4752], [-7.2784, -0.9122, -0.0415], [-5.9335, -0.8059, 0.7158], [-6.1174, -1.8928, 1.8831], [-7.8477, -5.5144, 5.2645], [-9.1983, -5.2883, 4.1017], [-8.6742, -3.9355, 5.0870], [-7.0640, -5.5340, 2.9830], [-6.4186, -4.1571, 3.6977], [-8.5415, -2.7471, 2.9835], [-8.9700, -4.0537, 1.9799], [-5.8794, -3.3349, -0.1483], [-7.0704, -4.6925, 0.0980], [-5.6255, -4.4288, 1.2245], [-8.4294, -2.8153, -0.3287], [-8.8788, -1.7213, 1.0574], [-7.0928, -1.0416, -1.1077], [-7.9200, -0.0311, -0.0250], [-5.0726, -0.9942, 0.0743], [-5.8378, 0.2518, 0.9614], [-5.2154, -2.4006, 2.2246], [-6.6400, -1.4802, 2.7460], [3.7462, 1.9695, -3.4380], [4.1385, 2.1812, -4.9267], [5.3537, 3.1505, -4.9152], [6.1145, 3.2665, -6.2867], [6.9263, 2.0100, -6.4809], [7.0134, 4.4676, -6.3996], [7.0734, 4.8096, -7.8839], [5.6650, 4.5515, -8.4201], [5.1330, 3.4753, -7.5115], [4.4900, 1.3880, -2.8933], [2.8493, 1.3534, -3.3747], [3.5789, 2.9248, -2.9404], [3.2730, 2.4720, -5.5220], [4.2715, 1.1848, -5.3482], [6.1347, 2.7035, -4.3002], [5.1423, 4.1568, -4.5535], [6.1827, 1.2173, -6.5637], [7.6249, 1.8077, -5.6691], [7.5270, 2.0482, -7.3897], [7.9744, 4.2524, -5.9323], [6.5117, 5.2890, -5.8881], [7.7696, 4.2251, -8.4853], [7.3711, 5.8110, -8.1950], [5.7521, 4.1021, -9.4094], [5.1567, 5.5156, -8.4334], [4.9802, 2.5585, -8.0810], [4.1774, 3.7709, -7.0783], [4.5021, 5.3457, 1.7547], [4.0351, 6.6769, 1.1657], [5.2854, 7.5703, 0.9826], [4.9469, 8.8881, 0.3507], [3.8067, 9.6375, 1.0924], [6.2079, 9.7834, 0.3459], [6.1852, 10.6967, -0.9072], [4.9770, 10.2129, -1.6204], [4.6136, 8.8018, -1.1518], [3.8350, 4.4971, 1.9064], [4.8407, 5.6292, 2.7512], [5.4062, 4.9553, 1.2874], [3.3835, 7.1668, 1.8892], [3.4121, 6.5931, 0.2752], [6.1308, 7.2520, 0.3726], [5.7070, 7.8838, 1.9376], [3.7544, 9.4314, 2.1614], [2.9154, 9.4223, 0.5030], [3.8709, 10.7202, 0.9838], [6.1913, 10.2795, 1.3163], [7.0990, 9.1566, 0.3798], [5.9747, 11.7279, -0.6237], [7.1822, 10.7023, -1.3479], [4.1230, 10.8896, -1.5933], [5.1006, 10.2017, -2.7033], [3.5924, 8.4762, -1.3497], [5.1907, 7.9841, -1.5836], [4.4817, -11.5699, -4.3547], [3.3423, -11.0766, -3.4089], [2.6904, -9.7523, -3.9007], [1.5348, -9.2226, -2.9940], [0.3814, -10.2156, -2.9971], [0.9936, -7.8373, -3.5312], [0.6912, -7.0507, -2.2515], [1.1825, -7.8297, -0.9938], [2.0671, -8.9893, -1.6078], [4.8779, -12.5625, -4.1403], [5.3145, -10.8701, -4.4242], [4.2155, -11.6732, -5.4066], [3.7595, -11.0339, -2.4028], [2.5814, -11.8454, -3.2742], [2.2163, -9.9060, -4.8700], [3.4647, -9.0248, -4.1444], [0.7112, -11.1870, -2.6286], [0.1606, -10.3974, -4.0489], [-0.3605, -9.7716, -2.3334], [0.1691, -8.0186, -4.2207], [1.7681, -7.3375, -4.1130], [-0.3952, -6.9705, -2.2121], [1.1404, -6.0645, -2.1343], [0.4897, -8.3253, -0.3136], [1.8132, -7.1568, -0.4129], [2.0921, -9.9601, -1.1130], [3.0647, -8.6034, -1.8175], [-5.2122, -10.0570, 7.7678], [-3.7218, -9.6145, 7.7804], [-3.4669, -8.3102, 7.0061], [-2.0189, -7.7571, 6.9839], [-1.4603, -7.2296, 8.3476], [-1.9173, -6.6608, 5.9122], [-0.5115, -6.6760, 5.4771], [0.0988, -8.0968, 5.7221], [-1.0624, -8.7870, 6.4607], [-5.2811, -11.1014, 8.0721], [-5.5983, -9.9705, 6.7522], [-5.7868, -9.4267, 8.4464], [-3.0562, -10.3934, 7.4084], [-3.4156, -9.5306, 8.8231], [-4.0496, -7.4978, 7.4405], [-3.7690, -8.4188, 5.9645], [-0.3923, -7.0478, 8.2280], [-1.6446, -7.9188, 9.1717], [-1.9713, -6.2739, 8.4639], [-2.1537, -5.6693, 6.2985], [-2.5974, -7.0075, 5.1341], [-0.0286, -5.9288, 6.1069], [-0.2926, -6.1621, 4.5411], [1.0991, -7.9932, 6.1425], [0.3814, -8.7375, 4.8867], [-0.6933, -9.3962, 7.2858], [-1.6371, -9.3931, 5.7603], [-2.8156, 6.3890, 0.7375], [-3.8333, 6.6663, -0.4018], [-4.2126, 8.1129, -0.6754], [-4.8888, 8.4083, -2.0797], [-6.2941, 7.7576, -2.1516], [-5.0863, 9.9392, -2.3078], [-4.1692, 10.3599, -3.3989], [-4.0202, 9.1629, -4.2652], [-3.9926, 7.9760, -3.3188], [-2.5731, 5.3264, 0.7450], [-3.1298, 6.7202, 1.7273], [-1.7895, 6.7453, 0.6458], [-4.7140, 6.0852, -0.1282], [-3.5470, 6.1391, -1.3118], [-3.3378, 8.7597, -0.6090], [-4.9112, 8.5745, 0.0226], [-6.8971, 8.0964, -1.3092], [-6.1751, 6.6741, -2.1478], [-6.7667, 8.0223, -3.0974], [-6.1456, 10.1434, -2.4639], [-4.7268, 10.5147, -1.4547], [-4.5637, 10.9979, -4.1897], [-3.1629, 10.7210, -3.1864], [-4.8359, 8.9779, -4.9642], [-3.2009, 9.3005, -4.9709], [-4.4380, 7.1386, -3.8559], [-3.0052, 7.7557, -2.9133], [-0.0081, 0.3640, 1.6092], [0.4342, -0.8707, 1.7629], [-0.1915, -1.6837, 1.1122], [1.2439, -1.1462, 2.6371], [-0.5431, 0.0441, 0.8791]], "e_lumo_ha": -0.42921, "relative_energy_kcal_mol": 20.53, "homo_energy_ev": -17.575, "gap_ev": 5.9, "total_energy_ev": -97811.2199, "total_charge": 8}